# 1
The following is a DFT calculation (wB97M-V/def2-TZVPD) of an isolated molecule of C4H6OS2 at a distorted geometry.

Element x y z (Å)
C  -0.97  2.12  -0.87
C  -0.46  0.72  -0.67
S  -0.94  -0.58  -1.51
S  0.85  0.68  0.49
C  1.24  -1.06  0.65
C  0.22  -2.07  1.18
O  0.58  -3.05  1.79
H  -1.85  2.37  -0.27
H  -1.27  2.27  -1.90
H  -0.23  2.89  -0.66
H  1.50  -1.44  -0.36
H  2.14  -1.11  1.26
H  -0.81  -1.76  0.87

Summary:
- ΔE to the lowest compared entry with this formula, charge and spin: 90.8 kJ/mol
- E_tot: -1027.5969 Ha
- Kohn-Sham gap: 8.555 eV
- Structure (SMILES): CC(=S)SCC=O
- E_HOMO: -8.969 eV

The net atomic charges from Löwdin, expressed in e, are:
1 C -0.2010
2 C -1.1390
3 S 0.7094
4 S 0.9184
5 C -0.4917
6 C -0.3135
7 O 0.0529
8 H 0.0899
9 H 0.0703
10 H 0.0663
11 H 0.0770
12 H 0.0806
13 H 0.0804

# 2
The following is a DFT calculation (wB97M-V/def2-TZVPD) of an isolated molecule of C4H10NO2 at a distorted geometry.

Element x y z (Å)
C  -0.94  1.17  -0.11
C  0.15  0.78  1.11
C  1.15  -0.41  0.86
C  1.28  -0.91  -0.63
O  2.59  -0.82  -1.00
O  0.33  -1.19  -1.28
N  -1.86  -0.03  -0.55
H  -0.52  1.39  -1.06
H  -1.55  1.93  0.37
H  0.76  1.58  1.54
H  -0.46  0.54  1.92
H  2.15  -0.45  1.29
H  0.59  -1.27  1.37
H  2.76  -1.43  -1.75
H  -2.05  0.05  -1.57
H  -2.88  0.03  -0.20
H  -1.50  -0.95  -0.31

Summary:
- Expectation value of S²: 0.75
- ΔE to the lowest compared entry with this formula, charge and spin: 325.7 kJ/mol
- E_tot: -363.4643 Ha
- Spin multiplicity: 2
- Kohn-Sham gap (spin up / spin down): 2.450 / 9.152 eV
- E_HOMO (spin up / spin down): -2.342 / -9.110 eV

The net atomic charges from Löwdin, expressed in e, are:
1 C -0.0655
2 C -0.1692
3 C -0.1676
4 C -0.6371
5 O 0.0172
6 O -0.0568
7 N 0.1170
8 H 0.0821
9 H 0.0947
10 H 0.0964
11 H 0.0413
12 H 0.0956
13 H 0.0602
14 H 0.1014
15 H 0.1457
16 H 0.1526
17 H 0.0919

# 3
The following is a DFT calculation (wB97M-V/def2-TZVPD) of a structure of composition C15H9Cl7O3PdTe.

Element x y z (Å)
Pd  0.27  0.61  -0.13
Cl  -7.27  -0.72  0.26
C  -5.53  -0.70  0.15
C  -4.84  -1.91  0.03
C  -3.47  -1.92  -0.06
Cl  -2.64  -3.44  -0.22
C  -2.69  -0.73  -0.01
O  -1.41  -0.82  -0.06
C  -3.43  0.48  0.07
C  -2.81  1.78  0.04
O  -1.61  2.04  -0.05
C  -4.84  0.47  0.16
H  -5.38  -2.85  0.00
H  -3.52  2.63  0.08
H  -5.36  1.42  0.23
Cl  5.28  0.71  4.86
C  4.37  0.69  3.39
C  2.99  0.74  3.43
Cl  2.14  0.81  4.92
C  2.27  0.73  2.24
Cl  0.52  0.78  2.27
C  2.88  0.66  0.98
O  2.24  0.65  -0.16
C  4.29  0.61  0.98
Cl  5.07  0.52  -0.56
C  5.02  0.63  2.15
Cl  6.73  0.56  2.10
C  1.37  0.87  -3.73
Te  -0.09  -0.11  -2.57
C  1.03  -1.87  -2.29
H  1.60  0.24  -4.59
H  2.26  1.05  -3.14
H  0.95  1.82  -4.07
H  2.04  -1.58  -2.00
H  1.03  -2.46  -3.20
H  0.54  -2.41  -1.48

Summary:
- ΔE to the lowest compared entry with this formula, charge and spin: 0.0 kJ/mol
- E_tot: -4419.9346 Ha
- Kohn-Sham gap: 6.654 eV
- E_HOMO: -8.148 eV

The net atomic charges from Löwdin, expressed in e, are:
1 Pd 0.5753
2 Cl 0.6528
3 C -0.6725
4 C -0.1199
5 C -0.5762
6 Cl 0.6994
7 C -0.4095
8 O -0.2878
9 C -0.1327
10 C -0.2023
11 O -0.0822
12 C -0.0720
13 H 0.1080
14 H 0.1286
15 H 0.1129
16 Cl 0.6775
17 C -0.7163
18 C -0.7044
19 Cl 0.7008
20 C -0.5397
21 Cl 0.7809
22 C -0.4629
23 O -0.2860
24 C -0.6078
25 Cl 0.7165
26 C -0.6955
27 Cl 0.6926
28 C -0.4042
29 Te 1.4462
30 C -0.3779
31 H 0.0110
32 H 0.0101
33 H 0.0054
34 H 0.0137
35 H 0.0130
36 H 0.0051

# 4
The following is a DFT calculation (wB97M-V/def2-TZVPD) of a structure of composition C26H26IIrN7O.

Element x y z (Å)
Ir  -0.95  0.65  0.45
N  2.73  -1.48  0.22
C  1.86  -0.51  0.34
N  0.55  -0.70  0.34
C  0.03  -1.98  0.20
N  -1.27  -2.19  0.16
N  -1.96  -1.00  0.26
C  -3.24  -0.94  0.26
C  -3.80  0.42  0.37
C  -5.15  0.71  0.36
C  -5.56  2.03  0.46
C  -4.61  3.03  0.57
C  -3.26  2.68  0.57
N  -2.87  1.42  0.47
C  0.96  -3.08  0.10
C  0.54  -4.41  -0.02
C  1.46  -5.42  -0.13
C  2.83  -5.12  -0.13
C  3.27  -3.82  -0.02
C  2.33  -2.80  0.10
H  3.71  -1.15  0.17
H  2.27  0.49  0.43
H  -3.85  -1.84  0.18
H  -5.87  -0.10  0.28
H  -6.61  2.27  0.46
H  -4.89  4.07  0.65
H  -2.48  3.42  0.66
H  -0.52  -4.62  -0.02
H  1.14  -6.45  -0.21
H  3.56  -5.92  -0.22
H  4.33  -3.58  -0.02
C  3.99  4.56  -1.06
N  2.68  3.91  -1.11
N  1.95  3.68  0.04
C  1.03  2.72  -0.21
O  0.22  2.34  0.71
C  1.21  2.30  -1.55
C  2.27  3.04  -2.04
C  2.97  2.92  -3.35
C  2.09  4.46  1.22
C  1.66  5.78  1.23
C  1.81  6.53  2.38
C  2.37  5.95  3.51
C  2.79  4.63  3.49
C  2.67  3.88  2.34
H  4.03  5.20  -0.19
H  4.10  5.17  -1.95
H  4.77  3.80  -0.99
H  0.65  1.55  -2.08
H  2.41  2.29  -4.02
H  3.96  2.47  -3.19
H  3.12  3.90  -3.81
H  1.21  6.20  0.33
H  1.48  7.56  2.40
H  2.48  6.54  4.41
H  3.24  4.19  4.37
H  3.04  2.86  2.28
I  4.87  1.14  0.28
C  -1.03  0.52  2.47
H  -0.12  0.98  2.84
H  -1.09  -0.52  2.79
H  -1.90  1.07  2.84

Summary:
- ΔE to the lowest compared entry with this formula, charge and spin: 57.6 kJ/mol
- Charge: +1
- E_tot: -1866.7834 Ha
- Kohn-Sham gap: 5.508 eV
- E_HOMO: -9.742 eV

The net atomic charges from Löwdin, expressed in e, are:
1 Ir 1.2780
2 N 0.1238
3 C -0.1574
4 N -0.0330
5 C -0.2452
6 N 0.1101
7 N -0.2015
8 C -0.0143
9 C -0.2223
10 C 0.0095
11 C -0.0222
12 C -0.0191
13 C -0.0762
14 N -0.0722
15 C -0.0825
16 C -0.0011
17 C -0.0471
18 C -0.0375
19 C 0.0133
20 C -0.1506
21 H -0.0072
22 H 0.0058
23 H 0.1412
24 H 0.1273
25 H 0.1230
26 H 0.1195
27 H 0.1264
28 H 0.1169
29 H 0.1145
30 H 0.1182
31 H 0.1290
32 C -0.0027
33 N -0.0345
34 N 0.0588
35 C -0.4271
36 O -0.1901
37 C 0.0345
38 C -0.2697
39 C 0.0045
40 C -0.2156
41 C -0.0139
42 C -0.0672
43 C -0.0673
44 C -0.0530
45 C -0.0084
46 H 0.0941
47 H 0.0987
48 H 0.0105
49 H 0.1113
50 H 0.0896
51 H 0.0924
52 H 0.0921
53 H 0.1228
54 H 0.1089
55 H 0.1095
56 H 0.1124
57 H 0.0701
58 I -0.0462
59 C -0.1491
60 H 0.0223
61 H 0.0237
62 H 0.0213

# 5
The following is a DFT calculation (wB97M-V/def2-TZVPD) of a structure of composition C17H41BrN6O10P4SiV.

Element x y z (Å)
V  -1.05  0.02  -1.60
C  0.72  -2.36  1.84
N  1.48  -1.25  2.41
C  2.75  -1.02  1.72
P  0.72  -0.01  3.15
O  -0.55  -0.42  3.76
O  0.58  1.21  2.11
P  -0.62  1.89  1.29
O  -1.08  1.00  0.20
N  0.08  3.33  0.98
C  1.46  3.45  0.50
C  -0.76  4.49  0.66
N  -1.86  2.17  2.31
C  -3.24  1.85  1.99
C  -1.64  2.78  3.61
N  1.83  0.68  4.17
C  2.35  -0.18  5.23
C  2.60  1.88  3.94
H  1.29  -3.28  1.96
H  0.52  -2.21  0.78
H  -0.23  -2.46  2.38
H  3.38  -1.90  1.82
H  3.27  -0.17  2.16
H  2.58  -0.81  0.66
H  1.98  2.49  0.57
H  1.99  4.18  1.12
H  1.47  3.76  -0.54
H  -1.76  4.34  1.05
H  -0.80  4.64  -0.42
H  -0.33  5.37  1.14
H  -3.30  1.45  0.98
H  -3.85  2.76  2.05
H  -3.63  1.11  2.69
H  -0.58  3.00  3.74
H  -1.95  2.10  4.40
H  -2.19  3.72  3.69
H  1.66  -1.00  5.41
H  2.45  0.40  6.15
H  3.33  -0.59  4.97
H  2.17  2.47  3.14
H  3.64  1.65  3.67
H  2.62  2.49  4.85
O  3.32  0.96  -0.95
P  2.16  0.55  -2.00
O  2.73  -0.32  -3.05
O  1.00  0.11  -1.14
O  1.79  2.01  -2.61
P  0.33  2.55  -3.03
O  0.55  2.82  -4.60
O  0.03  3.79  -2.30
O  -0.63  1.38  -2.96
H  4.17  0.78  -1.37
H  -0.09  2.30  -5.11
C  -2.88  -1.53  1.42
C  -2.28  -2.42  0.37
C  -2.41  -3.79  0.41
C  -1.86  -4.54  -0.64
C  -1.25  -3.92  -1.71
C  -1.18  -2.51  -1.70
N  -1.64  -1.82  -0.63
N  -0.70  -1.68  -2.64
Si  -0.19  -2.13  -4.24
C  0.09  -0.61  -5.28
C  1.38  -3.16  -4.20
C  -1.56  -3.11  -5.07
H  -3.47  -2.11  2.13
H  -3.52  -0.80  0.92
H  -2.11  -0.99  1.97
H  -2.92  -4.27  1.23
H  -1.93  -5.62  -0.62
H  -0.84  -4.49  -2.53
H  0.93  -0.03  -4.90
H  -0.81  0.02  -5.27
H  0.30  -0.90  -6.31
H  2.18  -2.54  -3.79
H  1.66  -3.48  -5.20
H  1.27  -4.05  -3.58
H  -2.49  -2.53  -5.05
H  -1.76  -4.07  -4.59
H  -1.30  -3.31  -6.11
Br  -3.53  0.43  -1.94

Summary:
- Expectation value of S²: 2.01
- ΔE to the lowest compared entry with this formula, charge and spin: 18.7 kJ/mol
- Charge: -1
- E_tot: -6927.0787 Ha
- Spin multiplicity: 3
- Kohn-Sham gap (spin up / spin down): 7.408 / 7.499 eV
- E_HOMO (spin up / spin down): -5.030 / -5.122 eV

The net atomic charges from Löwdin, expressed in e, are:
1 V 0.6648
2 C -0.0782
3 N -0.2782
4 C -0.0825
5 P 0.4541
6 O -0.2605
7 O -0.2575
8 P 0.5149
9 O -0.3450
10 N -0.2657
11 C -0.0831
12 C -0.0785
13 N -0.2954
14 C -0.0879
15 C -0.0982
16 N -0.3018
17 C -0.1114
18 C -0.1029
19 H 0.0877
20 H 0.0809
21 H 0.0703
22 H 0.0869
23 H 0.0714
24 H 0.0618
25 H 0.0626
26 H 0.0849
27 H 0.0652
28 H 0.0749
29 H 0.0638
30 H 0.0847
31 H 0.0353
32 H 0.0854
33 H 0.0877
34 H 0.0765
35 H 0.0863
36 H 0.0830
37 H 0.0790
38 H 0.0812
39 H 0.0829
40 H 0.0610
41 H 0.0825
42 H 0.0833
43 O -0.1423
44 P 0.2220
45 O -0.2793
46 O -0.3596
47 O -0.2491
48 P 0.2291
49 O -0.1127
50 O -0.2722
51 O -0.4209
52 H 0.0725
53 H 0.0602
54 C -0.0304
55 C -0.3410
56 C -0.0594
57 C -0.0783
58 C -0.0272
59 C -0.4259
60 N 0.0239
61 N -0.1152
62 Si 0.4108
63 C -0.1690
64 C -0.1658
65 C -0.1725
66 H 0.0826
67 H 0.0484
68 H 0.0507
69 H 0.0975
70 H 0.1003
71 H 0.0831
72 H 0.0159
73 H 0.0295
74 H 0.0341
75 H 0.0084
76 H 0.0259
77 H 0.0155
78 H 0.0330
79 H 0.0111
80 H 0.0231
81 Br 0.0169